Below is 2 unconnected molecules or ions with the total composition H3N2O2P in a non-equilibrium geometry, with properties calculated with wB97M-V/def2-TZVPD.

Atoms and positions in Å:
N 0.44 0.02 0.97
N -2.06 -0.10 0.13
O -1.77 -1.27 0.23
O -3.15 0.38 -0.11
P -0.73 1.06 0.42
H 1.29 0.20 0.48
H 0.06 -0.89 1.13
H -0.42 0.16 -2.24

ΔE to the lowest compared entry with this formula, charge and spin: 148.1 kcal per mole
Kohn-Sham gap (alpha / beta): 9.11 / 7.66 eV
LUMO level (alpha / beta): -1.6 / -1.0 eV
DFT total energy: -602.92602 Eh
spin multiplicity: 1



Below is 4 unconnected molecules or ions with the total composition C3H12NO6 in a non-equilibrium geometry, with properties calculated with wB97M-V/def2-TZVPD.

Atoms and positions in Å:
C 0.06 -0.11 -1.33
C -1.11 0.91 -1.19
O -1.98 0.84 -2.31
N 0.05 -1.13 -0.35
C 0.43 -0.86 1.03
O 0.22 -1.83 1.77
O 0.82 0.30 1.24
H 1.01 0.43 -1.35
H 0.02 -0.57 -2.32
H -1.73 0.57 -0.37
H -0.72 1.92 -1.16
H -1.47 0.97 -3.12
H -0.47 -1.98 -0.58
H 2.21 0.12 3.20
H 2.95 0.49 1.96
O 3.11 0.19 2.86
H 2.64 2.06 -0.39
H 1.36 1.65 0.42
O 1.83 2.40 0.00
H -3.32 -0.64 -1.95
H -3.23 -1.34 -0.59
O -3.60 -1.44 -1.47

Kohn-Sham gap (alpha / beta): 10.62 / 6.18 eV
LUMO level (alpha / beta): -0.1 / -4.5 eV
DFT total energy: -627.62241 Eh
spin multiplicity: 2



Below is a molecular structure, C33H44N4P2PtSSi2, with properties calculated with wB97M-V/def2-TZVPD.

Atoms and positions in Å:
Pt -0.01 -1.20 -0.14
C 4.97 -0.62 0.48
Si 3.48 -1.55 -0.19
C 3.77 -2.02 -1.98
C 3.39 -3.14 0.81
N 2.03 -0.65 -0.02
P 1.60 0.90 0.20
C -0.04 0.74 0.55
P -1.69 0.83 0.24
N -2.06 -0.73 0.00
Si -3.41 -1.68 -0.49
C -3.30 -2.21 -2.28
C -5.02 -0.75 -0.27
C -3.50 -3.23 0.56
C -2.17 1.83 -1.20
C -2.54 3.17 -1.10
C -2.74 3.93 -2.25
C -2.56 3.35 -3.50
C -2.18 2.02 -3.61
C -1.98 1.27 -2.46
C -2.61 1.57 1.62
C -1.94 1.78 2.82
C -2.60 2.30 3.92
C -3.95 2.61 3.83
C -4.63 2.40 2.64
C -3.97 1.89 1.54
C 2.02 1.96 -1.21
C 3.24 1.83 -1.88
C 3.55 2.64 -2.95
C 2.65 3.61 -3.38
C 1.43 3.75 -2.72
C 1.12 2.93 -1.64
C 2.55 1.61 1.57
C 3.20 2.84 1.50
C 3.88 3.34 2.61
C 3.92 2.61 3.78
C 3.26 1.38 3.86
C 2.58 0.89 2.76
H 5.87 -1.19 0.27
H 4.88 -0.51 1.57
H 5.11 0.38 0.08
H 4.63 -2.68 -2.09
H 3.93 -1.14 -2.61
H 2.89 -2.54 -2.37
H 4.38 -3.60 0.86
H 2.70 -3.86 0.36
H 3.05 -2.93 1.83
H -3.43 -1.36 -2.97
H -4.09 -2.93 -2.51
H -2.34 -2.68 -2.49
H -5.06 0.16 -0.87
H -5.20 -0.48 0.78
H -5.85 -1.40 -0.59
H -2.65 -3.89 0.36
H -4.41 -3.79 0.33
H -3.50 -2.99 1.63
H -2.67 3.63 -0.13
H -3.04 4.96 -2.16
H -2.72 3.94 -4.40
H -2.02 1.58 -4.58
H -1.65 0.24 -2.53
H -0.88 1.53 2.87
H -2.07 2.46 4.85
H -4.47 3.02 4.69
H -5.69 2.65 2.56
H -4.50 1.74 0.61
H 3.95 1.07 -1.56
H 4.50 2.52 -3.46
H 2.89 4.24 -4.22
H 0.72 4.50 -3.05
H 0.17 3.04 -1.14
H 3.18 3.41 0.58
H 4.39 4.29 2.54
H 4.45 2.99 4.64
H 3.29 0.81 4.78
H 2.07 -0.06 2.81
C 0.00 -6.46 -0.86
N -0.08 -5.74 0.40
C -0.05 -4.40 0.47
N -0.09 -3.84 1.69
S 0.05 -3.45 -0.92
H -0.10 -7.52 -0.65
H 0.95 -6.28 -1.36
H -0.81 -6.16 -1.53
H -0.06 -6.26 1.25
H -0.29 -4.38 2.52
H -0.11 -2.83 1.72

ΔE to the lowest compared entry with this formula, charge and spin: 3.7 kcal per mole
Kohn-Sham gap: 6.94 eV
LUMO level: 0.3 eV
DFT total energy: -3282.28212 Eh
spin multiplicity: 1



Below is 10 unconnected molecules or ions with the total composition C33H69N9O14P2, with properties calculated with wB97M-V/def2-TZVPD.

Atoms and positions in Å:
O 2.18 3.06 4.46
C 1.60 3.25 3.41
C 0.67 4.38 3.17
C -0.40 4.15 2.42
C -0.62 2.80 1.85
O -1.72 2.41 1.50
C 0.61 1.93 1.64
P 0.46 0.57 0.45
P 1.38 -1.08 1.53
O 0.84 -2.35 1.06
O 2.97 -0.92 1.24
O 1.28 -0.86 3.10
C 1.71 2.27 2.30
H 0.88 5.35 3.59
H -1.14 4.91 2.20
H -0.87 0.21 0.69
H 3.21 -0.05 0.93
H 2.10 -0.60 3.53
H 2.69 1.84 2.10
C -3.08 8.94 -0.10
N -2.18 8.33 0.86
C -2.26 8.75 2.25
C -1.31 7.37 0.50
O -0.57 6.78 1.27
H -2.91 10.02 -0.15
H -4.12 8.76 0.19
H -2.92 8.51 -1.08
H -1.31 9.18 2.59
H -2.51 7.90 2.89
H -3.04 9.50 2.33
H -1.35 7.14 -0.58
C -7.77 7.85 4.05
N -6.67 7.22 3.36
C -6.90 6.49 2.11
C -5.40 7.25 3.81
O -4.48 6.72 3.21
H -8.52 7.11 4.34
H -8.25 8.61 3.43
H -7.39 8.33 4.96
H -6.59 5.46 2.22
H -6.31 6.93 1.31
H -7.95 6.53 1.85
H -5.27 7.81 4.75
C -3.37 4.12 -1.60
N -4.39 3.74 -0.65
C -4.19 2.57 0.20
C -5.53 4.42 -0.53
O -6.44 4.15 0.25
H -3.19 3.30 -2.30
H -2.44 4.35 -1.08
H -3.69 4.99 -2.16
H -4.97 1.83 0.00
H -4.22 2.85 1.25
H -3.22 2.14 -0.03
H -5.58 5.29 -1.21
C 5.34 -3.11 1.37
N 6.35 -4.07 0.97
C 5.94 -5.28 0.26
C 7.65 -3.88 1.23
O 8.54 -4.67 0.94
H 4.63 -3.57 2.05
H 4.79 -2.73 0.51
H 5.82 -2.27 1.87
H 6.25 -6.16 0.82
H 6.40 -5.32 -0.72
H 4.86 -5.28 0.15
H 7.86 -2.93 1.75
C 9.03 -6.45 4.21
N 7.95 -7.35 3.85
C 7.25 -8.09 4.88
C 7.56 -7.50 2.57
O 6.65 -8.22 2.20
H 9.84 -7.00 4.70
H 8.68 -5.67 4.89
H 9.42 -5.98 3.31
H 7.34 -9.17 4.70
H 6.19 -7.84 4.89
H 7.68 -7.85 5.85
H 8.15 -6.89 1.87
C -10.01 2.48 -1.90
N -8.81 1.92 -2.48
C -8.90 1.16 -3.71
C -7.60 2.09 -1.91
O -6.57 1.64 -2.38
H -10.73 1.70 -1.64
H -10.49 3.18 -2.58
H -9.74 3.02 -0.99
H -8.53 0.14 -3.56
H -8.30 1.62 -4.50
H -9.94 1.12 -4.03
H -7.62 2.68 -0.99
C -6.31 8.10 -5.13
N -5.54 7.88 -3.92
C -6.11 8.26 -2.64
C -4.32 7.32 -3.95
O -3.64 7.10 -2.96
H -6.53 9.17 -5.26
H -7.26 7.56 -5.09
H -5.75 7.76 -5.99
H -5.47 9.00 -2.14
H -6.20 7.40 -1.98
H -7.09 8.69 -2.80
H -3.98 7.07 -4.97
C 4.84 -9.47 -1.08
N 4.12 -8.71 -2.09
C 2.69 -8.93 -2.26
C 4.73 -7.82 -2.88
O 4.17 -7.16 -3.74
H 4.77 -10.54 -1.29
H 4.44 -9.27 -0.09
H 5.89 -9.19 -1.09
H 2.47 -9.27 -3.27
H 2.14 -8.00 -2.09
H 2.37 -9.68 -1.54
H 5.81 -7.72 -2.68
C 9.62 -11.34 -3.11
N 8.21 -11.54 -3.33
C 7.59 -11.02 -4.53
C 7.43 -12.20 -2.44
O 6.24 -12.38 -2.59
H 9.86 -10.27 -3.07
H 10.21 -11.80 -3.90
H 9.91 -11.79 -2.16
H 6.80 -10.31 -4.29
H 7.14 -11.83 -5.11
H 8.35 -10.53 -5.13
H 7.98 -12.54 -1.55

structure (SMILES): O=C1C=CC(=O)C(PP(=O)(O)O)=C1.CN(C)C=O.CN(C)C=O.CN(C)C=O.CN(C)C=O.CN(C)C=O.CN(C)C=O.CN(C)C=O.CN(C)C=O.CN(C)C=O
Kohn-Sham gap: 7.58 eV
LUMO level: -1.1 eV
DFT total energy: -3527.74600 Eh
spin multiplicity: 1



Below is 2 unconnected molecules or ions with the total composition CHF3N2S in a non-equilibrium geometry, with properties calculated with wB97M-V/def2-TZVPD.

Atoms and positions in Å:
C 0.79 -1.63 -1.60
N 0.38 0.68 -0.07
N 0.59 0.65 -1.28
F 0.11 -1.89 -2.72
F 0.14 -2.09 -0.53
F 2.01 -2.13 -1.68
S 0.63 1.84 -2.33
H 0.35 -0.18 0.46

ΔE to the lowest compared entry with this formula, charge and spin: 123.9 kcal per mole
Kohn-Sham gap: 7.18 eV
LUMO level: -1.7 eV
DFT total energy: -845.84710 Eh
spin multiplicity: 1



Below is a molecular structure, C39H56CaN3O5P2Te, with properties calculated with wB97M-V/def2-TZVPD.

Atoms and positions in Å:
Ca -0.81 1.00 -0.30
C 1.95 -3.83 3.75
C 2.58 -2.46 3.47
C 4.06 -2.62 3.12
P 1.70 -1.67 2.03
C 0.02 -1.25 2.72
C -1.04 -2.30 2.37
C -0.02 -0.87 4.19
C 2.42 0.02 2.01
C 3.06 0.62 3.10
C 3.59 1.89 3.04
C 4.27 2.52 4.23
C 3.48 2.58 1.83
C 2.85 2.01 0.74
C 2.29 0.73 0.81
N 1.53 0.21 -0.26
C 2.21 -0.15 -1.38
C 3.62 0.01 -1.53
C 4.28 -0.32 -2.69
C 3.62 -0.84 -3.81
C 4.34 -1.18 -5.08
C 2.25 -1.04 -3.66
C 1.54 -0.73 -2.50
P -0.22 -1.16 -2.33
C -0.91 -0.80 -4.04
C -2.30 -0.17 -3.91
C -0.96 -1.96 -5.03
C -0.21 -3.01 -2.22
C 0.80 -3.50 -1.18
C -1.63 -3.48 -1.89
H 2.53 -4.37 4.50
H 1.94 -4.43 2.84
H 0.93 -3.75 4.11
H 2.49 -1.85 4.38
H 4.17 -3.25 2.23
H 4.59 -3.11 3.94
H 4.53 -1.67 2.92
H -0.23 -0.33 2.17
H -0.89 -3.22 2.95
H -1.00 -2.57 1.31
H -2.04 -1.92 2.58
H 0.23 -1.72 4.84
H -1.04 -0.55 4.46
H 0.66 -0.05 4.41
H 3.14 0.07 4.04
H 3.93 2.06 5.16
H 4.04 3.59 4.28
H 5.35 2.42 4.17
H 3.87 3.60 1.76
H 2.74 2.57 -0.18
H 4.19 0.39 -0.70
H 5.36 -0.17 -2.74
H 5.41 -1.01 -4.98
H 3.99 -0.57 -5.92
H 4.19 -2.23 -5.36
H 1.71 -1.48 -4.49
H -0.23 -0.04 -4.43
H -3.02 -0.85 -3.45
H -2.69 0.11 -4.89
H -2.26 0.73 -3.29
H -1.65 -2.74 -4.70
H 0.01 -2.43 -5.21
H -1.33 -1.60 -6.00
H 0.08 -3.40 -3.20
H 0.59 -3.09 -0.19
H 1.81 -3.20 -1.44
H 0.76 -4.59 -1.12
H -1.93 -3.11 -0.90
H -1.67 -4.57 -1.87
H -2.37 -3.12 -2.60
O 1.88 2.84 -2.60
C 0.60 2.98 -2.27
O -0.21 2.08 -2.37
C 0.27 4.39 -1.84
O -1.00 4.46 -1.25
C -0.97 4.89 0.11
C -0.13 4.02 1.06
O 0.24 4.54 2.10
O 0.07 2.83 0.66
H 2.04 1.89 -2.78
H 0.30 5.00 -2.74
H 1.07 4.73 -1.18
H -2.01 4.85 0.45
H -0.62 5.93 0.18
C -4.39 1.43 4.29
N -3.05 2.01 4.29
C -2.37 2.11 5.58
C -2.30 1.72 3.23
N -1.69 1.50 2.28
H -5.06 2.07 4.87
H -4.40 0.43 4.73
H -4.76 1.36 3.27
H -2.94 2.78 6.22
H -1.38 2.52 5.43
H -2.28 1.13 6.06
Te -3.93 0.86 0.27
C -4.90 0.46 -1.57
C -5.03 1.46 -2.55
C -5.66 1.21 -3.76
C -6.19 -0.04 -4.03
C -6.09 -1.04 -3.07
C -5.46 -0.79 -1.86
H -4.61 2.44 -2.35
H -5.73 2.00 -4.50
H -6.68 -0.24 -4.97
H -6.50 -2.03 -3.26
H -5.38 -1.58 -1.12

charge: -1
ΔE to the lowest compared entry with this formula, charge and spin: 0.0 kcal per mole
Kohn-Sham gap: 6.62 eV
LUMO level: 2.4 eV
DFT total energy: -3688.72497 Eh
spin multiplicity: 1



Below is a molecular structure, C20H25Cl3FIN7O7Ta in a non-equilibrium geometry, with properties calculated with wB97M-V/def2-TZVPD.

Atoms and positions in Å:
Ta -0.03 0.20 -0.36
O 2.60 -3.27 -0.32
C 1.56 -2.52 -0.45
O 1.49 -1.39 0.04
C 0.44 -3.16 -1.24
O -0.69 -2.32 -1.23
C -1.81 -2.75 -0.47
C -2.09 -1.74 0.66
O -3.08 -1.70 1.32
O -1.08 -0.89 0.81
H 3.33 -2.81 0.14
H 0.23 -4.16 -0.82
H 0.80 -3.30 -2.26
H -1.66 -3.74 -0.03
H -2.69 -2.80 -1.12
C -2.51 4.77 1.95
N -1.62 3.62 2.00
C -0.95 3.29 3.25
C -1.46 2.81 0.95
N -0.70 1.75 0.97
N -2.16 3.12 -0.20
C -2.23 2.36 -1.34
N -3.00 2.84 -2.32
N -1.56 1.25 -1.47
H -2.46 5.29 2.90
H -3.55 4.48 1.79
H -2.18 5.48 1.18
H -1.13 4.09 3.96
H 0.12 3.20 3.10
H -1.34 2.36 3.66
H -0.24 1.57 1.86
H -2.74 3.95 -0.18
H -3.48 3.72 -2.25
H -3.08 2.35 -3.19
H -1.67 0.85 -2.39
F 0.56 6.64 -1.21
C 0.92 5.37 -0.96
C 0.96 4.45 -1.99
C 1.32 3.14 -1.70
C 1.62 2.74 -0.40
C 1.88 1.31 -0.06
C 1.61 3.72 0.61
C 1.26 5.03 0.34
H 0.75 4.77 -3.00
H 1.37 2.43 -2.51
H 2.28 1.20 0.94
H 2.55 0.83 -0.78
H 1.90 3.44 1.61
H 1.28 5.79 1.11
I -0.33 -1.35 6.55
C 0.57 -0.72 4.82
C 1.92 -0.54 4.58
N 2.04 -0.11 3.31
N 0.85 0.00 2.70
C -0.04 -0.37 3.61
H 2.78 -0.68 5.21
H 2.89 0.11 2.82
H -1.09 -0.40 3.36
Cl 0.26 1.21 -4.93
C 0.46 -0.50 -4.47
Cl 1.32 -1.38 -5.71
Cl -1.14 -1.22 -4.16
C 1.19 -0.59 -3.11
O 2.18 -1.23 -2.88
O 0.50 0.04 -2.20

charge: +2
ΔE to the lowest compared entry with this formula, charge and spin: 13.9 kcal per mole
Kohn-Sham gap: 7.13 eV
LUMO level: -6.2 eV
DFT total energy: -3521.92137 Eh
spin multiplicity: 1



Below is a molecular structure, C4H10N2O in a non-equilibrium geometry, with properties calculated with wB97M-V/def2-TZVPD.

Atoms and positions in Å:
C -1.31 -0.57 -1.28
C -2.08 0.28 0.88
N -0.92 0.00 0.03
C 0.68 1.07 0.17
N 0.80 2.19 0.46
H -1.76 0.79 1.79
H -1.96 0.10 -1.83
H -1.81 -1.53 -1.11
H -0.41 -0.76 -1.87
H -2.60 -0.65 1.12
H -2.77 0.95 0.37
C 2.91 -0.23 0.17
O 1.51 -0.33 0.12
H -0.19 -0.68 0.48
H 3.36 -1.05 -0.39
H 3.27 -0.28 1.20
H 3.27 0.70 -0.29

ΔE to the lowest compared entry with this formula, charge and spin: 111.9 kcal per mole
Kohn-Sham gap: 9.47 eV
LUMO level: 0.7 eV
DFT total energy: -343.02313 Eh
spin multiplicity: 1



Look up the DFT total energy of the fifth one.
-845.84710 Eh



Number 5 is which compound?
CHF3N2S



Look up the DFT total energy of the fifth one.
-845.84710 Eh